No. 1
Below is a 15-piece molecular cluster, C19H8Cl56F3N4S overall, with properties calculated with wB97M-V/def2-TZVPD.

Geometry as XYZ:
```
91
Properties=species:S:1:pos:R:3:forces:R:3
N 0.726971 -2.168575 3.206763 -0.07 0.01 0.15
C 1.003430 -0.923151 3.603669 -0.05 0.33 -0.11
N 2.070878 -0.576922 4.354742 -0.32 0.63 0.10
C 1.962574 0.739332 4.531830 -0.62 -0.30 -0.25
S 3.067009 1.811877 5.371492 0.24 -0.02 -0.14
N 0.873191 1.217028 3.896457 0.35 -0.47 0.10
N 0.235955 0.157637 3.320904 0.43 -0.47 0.14
C -1.009340 0.291542 2.575640 0.09 0.34 -0.10
C -2.212074 0.673438 3.447172 -0.01 0.06 0.05
C -3.264741 -0.429574 3.604682 -0.09 -0.02 0.21
F -2.935197 -1.562917 2.948971 -0.04 0.09 0.05
F -4.460552 -0.038318 3.145902 0.16 -0.04 0.00
F -3.420139 -0.759380 4.900526 0.04 0.01 -0.20
H 1.092058 -2.928531 3.755755 0.26 0.02 -0.16
H 0.255730 -2.394259 2.345248 -0.20 0.09 0.08
H 2.308256 1.915186 6.471353 -0.10 -0.01 0.04
H 0.504810 2.155638 3.841254 0.15 0.06 -0.18
H -0.853065 1.053154 1.807857 0.11 -0.10 0.27
H -1.156964 -0.651449 2.056642 -0.05 0.03 0.03
H -2.702999 1.553576 3.025559 -0.04 -0.16 -0.02
H -1.889861 0.954345 4.453931 -0.02 -0.05 -0.11
C -3.166116 1.389636 -1.455468 -0.02 -0.04 0.02
Cl -1.753142 1.085053 -0.406911 0.03 0.12 -0.17
Cl -3.026862 3.013074 -2.114651 -0.15 -0.14 -0.19
Cl -3.173124 0.193825 -2.739593 -0.07 0.07 -0.01
Cl -4.624241 1.255184 -0.478127 -0.03 -0.02 0.00
C 6.355491 2.110195 8.081539 0.07 0.01 0.05
Cl 5.145611 0.825942 8.199374 -0.01 -0.02 0.03
Cl 6.981276 2.475841 9.685182 0.00 0.00 -0.02
Cl 7.665662 1.590003 7.026615 -0.01 -0.01 -0.01
Cl 5.605016 3.568104 7.401777 -0.03 -0.04 0.00
C -0.250919 -3.752689 -0.492831 0.05 0.01 -0.07
Cl -0.733036 -4.582528 0.992978 -0.04 -0.09 0.00
Cl -0.635831 -2.023978 -0.309705 0.01 0.12 -0.02
Cl 1.481631 -3.939497 -0.745804 0.01 0.01 0.03
Cl -1.132803 -4.370593 -1.874118 -0.02 -0.10 0.06
C -0.680427 -3.476008 -6.000671 0.00 0.08 0.00
Cl -1.318549 -2.230527 -4.914348 -0.08 0.02 0.10
Cl 1.073556 -3.375487 -6.001332 0.10 -0.09 0.11
Cl -1.185056 -5.078383 -5.442674 -0.02 0.02 -0.01
Cl -1.313552 -3.194398 -7.622989 0.03 -0.04 -0.02
C -1.488020 4.513997 6.681480 0.02 -0.10 0.11
Cl -0.528157 3.437719 5.583271 -0.14 0.01 0.27
Cl -3.168805 4.525908 6.170382 0.11 -0.01 -0.08
Cl -1.360869 3.844648 8.301577 0.01 0.03 0.03
Cl -0.790713 6.113436 6.611813 -0.17 0.06 0.12
C -1.850697 6.040586 1.567534 0.01 0.14 -0.05
Cl -2.328480 4.928160 0.281927 0.08 0.01 0.19
Cl -0.479763 7.006743 1.031990 0.02 -0.01 -0.02
Cl -3.204279 7.087219 1.981644 0.00 0.00 0.00
Cl -1.375774 5.120972 3.017324 -0.11 -0.13 -0.19
C 3.077229 6.881725 4.521867 -0.01 0.07 0.00
Cl 3.892757 5.807018 5.668784 -0.04 -0.02 -0.07
Cl 2.949920 8.491187 5.231991 -0.01 -0.04 -0.05
Cl 3.979844 6.947033 3.012215 0.11 0.07 0.10
Cl 1.459438 6.255894 4.176811 0.12 0.00 -0.06
C -3.733138 -6.594937 3.194644 0.00 0.00 -0.02
Cl -2.357036 -7.009025 4.224296 0.03 -0.01 0.01
Cl -3.811332 -4.834809 3.014635 -0.01 0.06 0.02
Cl -3.517980 -7.330689 1.605295 0.00 -0.01 -0.02
Cl -5.221561 -7.178677 3.928040 0.00 0.00 0.00
C -6.562329 -1.630956 -4.256763 -0.03 -0.02 -0.03
Cl -7.519170 -3.030718 -4.736493 -0.01 0.00 -0.01
Cl -6.505616 -1.538181 -2.492282 0.03 0.01 0.03
Cl -4.919632 -1.801286 -4.893547 0.04 -0.07 -0.03
Cl -7.288779 -0.159763 -4.901829 0.00 0.02 0.01
C 3.917656 3.798518 0.177733 -0.03 0.00 -0.11
Cl 5.563730 3.201672 0.010801 0.01 0.00 0.02
Cl 3.876456 5.537402 -0.109046 -0.01 -0.02 -0.08
Cl 2.865444 2.985877 -0.985297 -0.01 0.00 0.00
Cl 3.334272 3.468544 1.820791 -0.05 -0.03 0.16
C 1.814607 0.915864 -7.047699 -0.04 -0.09 0.08
Cl 1.109223 1.700782 -5.629486 0.04 -0.08 0.04
Cl 0.744570 -0.390640 -7.554481 -0.02 0.12 -0.21
Cl 2.001608 2.091451 -8.350826 -0.03 -0.02 0.04
Cl 3.393799 0.247256 -6.622153 0.02 0.00 -0.01
C 2.341078 -5.948274 -9.525211 -0.01 0.02 -0.01
Cl 3.762658 -6.912489 -9.124833 0.02 0.04 -0.03
Cl 1.575542 -6.599004 -10.976844 0.00 0.00 0.00
Cl 1.198450 -6.003037 -8.181585 -0.03 -0.01 -0.04
Cl 2.820401 -4.270508 -9.810003 0.01 0.02 -0.01
C 1.708731 -9.770428 -6.781828 0.00 -0.01 0.00
Cl 1.048518 -8.561298 -5.667000 -0.03 -0.01 0.00
Cl 3.470002 -9.656668 -6.777495 0.01 -0.04 0.02
Cl 1.218780 -11.380192 -6.251582 0.00 -0.01 0.02
Cl 1.097139 -9.479093 -8.410092 0.00 -0.06 0.00
C 0.458336 5.518628 -4.043540 0.03 -0.03 -0.03
Cl 0.686675 4.995199 -5.708405 -0.03 0.22 0.01
Cl 1.956814 6.210017 -3.422022 0.03 0.00 0.02
Cl -0.830427 6.720207 -3.959972 -0.01 -0.01 0.02
Cl 0.008400 4.114577 -3.051083 0.05 0.04 -0.02
```
Positions in Å, forces in eV/Å.

Its highest occupied orbital energy is -12.20 eV. As for the frontier orbital gap: 9.26 eV. The calculation puts the energy at -746027.099 eV. Its net charge is +1. The calculation puts the LUMO energy at -2.945 eV.

---

No. 2
Below is C26H53F9N3O15Zr2 as an isolated structure, with properties calculated with wB97M-V/def2-TZVPD.

Geometry as XYZ:
```
108
Properties=species:S:1:pos:R:3:forces:R:3
Zr 3.107916 -2.195877 -0.317391 0.06 7.23 0.82
Zr -2.459694 -3.046337 1.835149 4.88 -0.25 -1.42
C 4.167286 0.953063 0.852499 1.14 -2.88 2.82
O 2.855836 1.117863 1.222229 -1.24 0.93 -1.17
O 4.027166 -0.142947 -0.019341 -0.14 -3.01 -2.35
C 5.116556 2.256703 0.591619 -4.09 0.89 0.54
F 4.212416 3.168893 0.055689 0.88 -0.20 -0.02
F 5.555626 2.850273 1.741069 -0.54 -1.38 -0.97
F 6.085566 2.070033 -0.205131 1.40 -0.44 -1.02
C 2.435886 1.685703 2.415249 -1.08 -0.25 0.88
C 0.955406 1.351033 2.610919 -0.65 1.54 -0.17
H 0.574106 2.056763 3.348929 0.13 -0.13 0.51
H 0.339216 1.655343 1.764859 0.11 -0.41 -0.52
H 0.693356 0.353653 2.963979 0.39 -0.20 -0.22
H 2.581706 2.765273 2.378419 0.08 0.01 0.42
H 2.847296 1.201813 3.301079 1.13 0.33 -0.04
H 4.637896 0.482303 1.715639 0.65 0.29 0.51
C 2.674196 -2.373857 3.285299 2.88 0.46 -1.73
O 3.980376 -1.811287 3.537529 -1.42 -0.99 0.35
O 2.743736 -2.493087 1.867159 -0.42 -0.83 -2.37
C 2.562986 -3.689947 4.101529 1.39 -1.47 -1.57
F 2.493106 -3.418807 5.359969 -0.58 0.89 1.85
F 1.571906 -4.510387 3.779709 -3.39 0.31 -0.73
F 3.546186 -4.558727 3.935679 2.42 0.57 -0.36
C 4.268436 -1.235477 4.799029 1.27 1.48 1.17
C 5.715966 -0.736747 4.728919 0.43 -0.61 -0.52
H 6.077036 -0.079187 5.519699 -0.78 0.47 -0.10
H 6.439636 -1.544497 4.838239 -0.27 -0.46 -0.31
H 5.864186 -0.328217 3.729299 0.24 0.42 0.17
H 4.232306 -1.836727 5.707489 -0.57 -0.68 -0.45
H 3.624526 -0.370677 4.959059 -0.35 0.09 0.01
H 1.856436 -1.722947 3.594589 -0.13 0.28 0.03
C 2.717926 -1.610587 -3.776151 -1.38 0.59 1.11
O 1.329006 -1.888107 -3.634891 1.15 -0.05 -0.30
O 3.251726 -1.848567 -2.488931 0.10 -1.90 2.81
C 3.379516 -2.359927 -5.029491 1.11 -0.61 -0.57
F 4.027426 -3.472317 -4.644171 -0.32 0.21 0.51
F 2.580736 -2.718437 -6.040531 -1.53 -0.22 0.99
F 4.254416 -1.601567 -5.684481 0.74 1.04 1.05
C 0.462516 -1.222537 -4.539751 -0.66 -0.37 -0.28
C -0.862754 -1.301637 -3.880111 -1.14 0.57 0.57
H -1.066434 -2.269667 -3.422371 -0.35 -0.27 -0.64
H -0.920554 -0.593537 -3.053451 0.42 0.21 0.30
H -1.603164 -0.884057 -4.562401 -0.41 -0.75 -0.14
H 0.475256 -1.706307 -5.516431 -0.02 -0.06 0.05
H 0.553056 -0.148607 -4.702751 1.33 0.19 0.14
H 2.752906 -0.525797 -3.876581 0.69 0.14 -0.78
O -0.549654 -6.734517 2.392349 -1.12 3.77 -0.19
C -1.031194 -5.476617 2.298799 1.00 -5.29 0.30
O -2.016504 -5.084307 2.856349 -8.53 1.75 6.63
O -0.760984 -4.599637 1.526449 4.75 5.41 -7.20
H -0.014784 -6.733407 1.595159 1.11 -1.08 -0.45
O -0.612114 0.036333 -0.355561 -1.43 -1.25 1.08
C -0.091054 -1.053357 0.081539 3.20 0.24 -0.87
O -0.752514 -1.758167 0.872229 -3.80 -3.73 2.84
O 1.116296 -1.323227 -0.252081 -0.73 -0.72 0.12
H 0.152016 0.445873 -0.767841 1.78 2.81 -2.24
C 0.838766 3.807933 -0.943301 -0.37 0.02 0.71
C 1.192286 2.913083 -2.110611 -0.56 0.62 -0.10
C 2.375256 3.419013 -2.956861 -0.35 -1.32 -0.60
O 2.686606 2.322593 -3.874981 0.41 1.43 -0.27
C 3.785166 2.693453 -4.780621 0.18 -0.55 1.65
N 1.322586 1.534433 -1.604261 0.32 -0.04 0.08
H 1.608706 3.918243 -0.179671 0.53 0.03 -0.33
H 0.052816 3.292063 -0.391711 -0.45 0.08 -0.02
H 0.470546 4.803813 -1.189751 0.12 -0.10 -0.25
H 0.315976 2.859803 -2.756631 0.01 0.28 -0.31
H 3.230736 3.741793 -2.363501 0.27 -0.44 0.20
H 2.076006 4.301553 -3.522251 -0.24 0.02 -0.12
H 4.677316 2.690883 -4.154391 0.28 0.14 -0.02
H 3.703366 3.701343 -5.187541 -0.47 -0.21 -0.29
H 3.950976 1.900203 -5.509561 -0.54 0.25 -0.14
H 1.992076 1.580143 -0.849421 0.46 -0.22 0.36
H 1.798306 1.062983 -2.360251 0.23 -0.57 -0.15
C -3.057354 1.543013 1.356519 0.50 -0.43 0.48
C -3.106014 0.313773 2.331739 1.45 3.35 1.63
C -4.196804 0.578483 3.420909 0.26 -1.04 -1.29
O -5.440024 0.725063 2.732699 2.47 0.07 0.33
C -6.489514 0.548543 3.631849 -1.95 0.13 0.04
N -3.424264 -0.943907 1.586239 -0.32 -0.82 2.02
H -2.289924 1.391803 0.597389 -0.30 0.05 -0.15
H -2.783794 2.475553 1.850129 0.25 -0.29 0.57
H -4.035784 1.810333 0.957369 -0.04 -0.58 -0.23
H -2.181114 0.161713 2.888099 0.33 0.38 -0.21
H -3.961074 1.381413 4.119359 0.07 0.25 -0.32
H -4.218144 -0.352167 3.987959 -0.27 -0.26 0.60
H -6.530564 -0.482037 3.984429 -0.23 -0.17 -0.10
H -7.356394 0.848213 3.042949 -0.32 -0.49 0.32
H -6.501264 1.189483 4.513419 0.59 0.27 -0.05
H -3.464534 -0.628007 0.627759 0.51 -0.59 -2.17
H -4.356434 -0.626737 1.811129 -2.66 -1.80 -0.21
C -3.430794 1.299383 -2.625821 -0.64 -0.46 -1.08
C -4.383314 0.460333 -1.714101 1.22 1.35 -1.52
C -5.525454 -0.321087 -2.425951 -0.92 1.36 0.02
O -6.652394 0.508963 -2.854251 1.75 -0.15 1.37
C -7.349994 1.059543 -1.736191 -1.34 -1.26 0.52
N -3.435654 -0.481567 -1.146301 -0.65 -1.83 0.87
H -3.103154 0.666453 -3.450541 -0.38 -0.23 -0.28
H -2.455234 1.509453 -2.187371 -0.35 0.71 0.60
H -3.927414 2.152493 -3.088061 0.17 0.21 0.31
H -4.778004 1.138523 -0.957541 -0.18 -0.28 0.10
H -5.787264 -1.068107 -1.676601 -0.79 -0.22 0.13
H -5.251984 -0.868697 -3.327861 0.51 0.26 -0.02
H -6.798464 1.561393 -0.941171 0.53 0.38 -0.50
H -7.845804 0.233943 -1.225651 0.09 -0.48 0.30
H -8.235534 1.637113 -2.001391 0.62 0.44 -0.74
H -3.377344 -1.254947 -1.793281 0.32 -0.33 -0.09
H -2.502384 -0.151367 -0.946141 0.05 0.49 -0.53
```
Positions in Å, forces in eV/Å.

The calculation puts the energy relative to the best compared isomer or geometry (same formula, charge and spin) at 89.29 kcal per mole. Its highest occupied orbital energy is -15.56 eV. As for the frontier orbital gap: 1.57 eV. The calculation puts the energy at -89988.587 eV. Its net charge is +3. The calculation puts the LUMO energy at -13.995 eV.

---

No. 3
Below is one molecule with the formula C2H6N2O, with properties calculated with wB97M-V/def2-TZVPD.

Geometry as XYZ:
```
11
Properties=species:S:1:pos:R:3:forces:R:3
C -0.099153 1.472391 -0.614872 1.85 -0.19 1.10
N 0.219746 0.173538 -1.198564 0.25 1.51 -1.71
C 0.097561 -0.933073 -0.666418 0.06 -1.66 0.59
N -0.290840 -1.299413 0.596834 -0.40 0.19 1.91
O -0.270358 -0.369150 1.700173 -1.17 -1.25 -1.35
H -0.648654 1.283836 0.338812 0.21 1.06 -0.82
H -0.593649 2.115909 -1.355044 -0.15 -0.43 0.35
H 0.926462 2.006183 -0.411406 -1.89 -0.87 -0.09
H 0.293471 -1.889899 -1.205031 -0.07 0.73 -0.10
H -0.278462 -2.278877 0.893686 0.14 0.80 -0.15
H 0.643877 -0.281443 1.921831 1.17 0.12 0.26
```
Positions in Å, forces in eV/Å.

The calculation puts the energy relative to the best compared isomer or geometry (same formula, charge and spin) at 82.63 kcal per mole. Its highest occupied orbital energy is -8.97 eV. As for the frontier orbital gap: 9.69 eV. The calculation puts the energy at -7196.204 eV. The SMILES is C/N=C\NO. The calculation puts the LUMO energy at 0.716 eV.